1.
Below is a molecular structure, C43H29N5PPd, with properties calculated with ωB97M-V/def2-TZVPD.

Results
expectation value of S² = 6.096
Kohn-Sham gap (spin up / spin down) = 6.557 / 4.780 eV
HOMO level (spin up / spin down) = -0.389 / -0.390 Ha
charge = +1
spin multiplicity = 5
LUMO (spin up / spin down) = -0.1485 / -0.2141 Eh

Atoms and positions in Å:
Pd  -0.401  0.114  0.224
N  7.573  0.167  6.943
C  6.691  0.118  6.210
C  5.594  0.051  5.286
C  4.703  1.116  5.190
C  3.649  1.046  4.296
C  3.488  -0.075  3.490
C  4.383  -1.138  3.591
C  5.433  -1.083  4.491
C  2.358  -0.139  2.525
C  2.673  -0.256  1.168
C  4.005  -0.216  0.598
C  3.875  -0.449  -0.727
C  2.454  -0.615  -0.960
N  1.757  -0.504  0.138
C  1.071  -0.099  3.065
C  0.746  -0.224  4.470
C  -0.601  -0.160  4.576
C  -1.100  0.018  3.226
N  -0.121  0.053  2.358
H  4.840  1.988  5.814
H  2.956  1.874  4.218
H  4.248  -2.020  2.979
H  6.124  -1.908  4.582
H  4.908  -0.035  1.155
H  4.641  -0.499  -1.481
H  1.975  -0.800  -1.912
H  1.471  -0.372  5.252
H  -1.209  -0.237  5.460
H  -2.126  0.098  2.898
N  0.179  1.945  -0.306
P  -0.333  2.822  -1.589
C  -1.869  3.585  -1.041
C  -2.214  3.613  0.306
C  -3.412  4.193  0.694
C  -4.258  4.746  -0.255
C  -3.916  4.721  -1.601
C  -2.725  4.135  -1.996
C  -0.668  1.906  -3.093
C  -1.437  0.743  -3.005
C  -1.752  0.039  -4.153
C  -1.316  0.492  -5.391
C  -0.564  1.654  -5.485
C  -0.241  2.362  -4.337
C  0.876  4.080  -1.982
C  0.600  5.426  -1.766
C  1.569  6.383  -2.032
C  2.812  5.995  -2.506
C  3.094  4.650  -2.716
C  2.130  3.695  -2.455
H  -1.549  3.184  1.045
H  -3.684  4.215  1.740
H  -5.191  5.200  0.052
H  -4.579  5.148  -2.339
H  -2.471  4.096  -3.048
H  -1.821  0.393  -2.052
H  -2.349  -0.860  -4.082
H  -1.570  -0.059  -6.285
H  -0.230  2.011  -6.448
H  0.346  3.267  -4.414
H  -0.367  5.733  -1.390
H  1.351  7.429  -1.869
H  3.567  6.741  -2.714
H  4.065  4.352  -3.086
H  2.354  2.648  -2.627
N  -10.370  -0.292  0.453
C  -9.222  -0.299  0.438
C  -7.789  -0.312  0.422
C  -7.078  0.849  0.717
C  -5.698  0.829  0.701
C  -5.009  -0.346  0.388
C  -5.731  -1.504  0.088
C  -7.112  -1.491  0.108
C  -3.580  -0.354  0.366
C  -2.361  -0.370  0.359
H  -7.609  1.760  0.955
H  -5.141  1.730  0.926
H  -5.203  -2.415  -0.157
H  -7.669  -2.389  -0.121


2.
Below is 4 unconnected molecules or ions with the total composition C3H16NO4, with properties calculated with ωB97M-V/def2-TZVPD.

Results
Kohn-Sham gap = 11.368 eV
energy above the lowest of the compared OMol25 structures with the same formula, charge and spin = 84.15 kcal/mol
HOMO level = -0.530 Ha
charge = +1
LUMO = -0.1120 Eh

Atoms and positions in Å:
C  -0.842  0.052  -1.833
O  -1.679  -0.652  -0.964
C  0.290  0.505  -0.929
C  0.209  1.989  -0.540
N  0.382  -0.428  0.310
H  -0.522  -0.831  -2.468
H  -1.368  0.914  -2.463
H  -2.484  -0.366  -0.611
H  1.186  0.513  -1.464
H  0.335  2.563  -1.527
H  0.546  2.249  0.376
H  -0.919  2.357  -0.628
H  -0.559  -0.166  0.912
H  0.190  -1.391  -0.201
H  1.197  -0.067  0.797
H  -2.971  1.617  1.781
H  -3.875  0.559  0.896
O  -3.114  1.258  0.943
H  1.323  -3.427  1.502
H  -0.085  -2.992  0.956
O  0.766  -2.783  1.180
H  4.631  -0.690  0.896
H  3.616  -0.340  1.994
O  3.747  -0.443  1.086


no.,molecular weight (g mol⁻¹)
1,753.1
2,130.2